The following is a quantum chemistry calculation of a structure of composition C2H6Br3FN3 at a distorted geometry, from OMol25.

```
15
Properties=species:S:1:pos:R:3:forces:R:3:mulliken_charge:R:1
N 0.199 -0.465 0.397 0.491 -1.204 0.261 -0.31
C 1.474 -0.163 0.691 0.317 -0.316 0.219 0.31
N 2.135 0.765 0.021 -0.033 0.776 0.625 -0.24
N 2.080 -0.861 1.796 -1.127 -0.770 -0.041 -0.17
F 2.446 0.116 2.706 0.549 0.280 -0.167 -0.14
H -0.345 0.132 1.045 -0.560 0.575 -1.091 0.31
H -0.005 -1.418 0.713 -0.151 0.113 0.103 0.33
H 2.433 1.586 0.547 1.224 -0.531 -0.127 0.29
H 2.320 0.706 -0.975 -1.225 0.554 -0.153 0.28
H 2.892 -1.405 1.493 0.397 0.533 0.286 0.33
C -3.236 0.217 -1.744 0.090 -0.042 -0.040 -0.31
Br -3.417 0.839 0.075 0.062 -0.034 -0.043 -0.02
Br -1.940 1.256 -2.725 -0.070 -0.082 0.098 0.00
Br -2.841 -1.670 -1.812 0.011 0.145 0.035 0.00
H -4.194 0.362 -2.226 0.024 0.002 0.033 0.35
```
Positions in Å, forces in eV/Å.

Gap between HOMO and LUMO: 6.349 eV
M: 330.80 Da
Max |F|: 1.4 eV Å⁻¹
2S+1: 1
Charge: +1
Highest occupied orbital energy: -0.481 Eh

***

The following is a quantum chemistry calculation of a cluster of 10 separate species, C32H55Br8N3O3 in total at a distorted geometry, from OMol25.

```
101
Properties=species:S:1:pos:R:3:forces:R:3:mulliken_charge:R:1
C -5.988 -0.651 1.843 -0.264 0.575 0.189 -0.29
C -5.873 0.764 1.663 -0.526 -0.631 0.055 -0.61
C -4.718 1.159 2.280 0.163 -0.015 -0.197 -0.77
N -4.117 0.046 2.800 -0.186 -0.289 0.364 0.69
C -4.905 -1.048 2.574 -0.066 -0.179 -0.196 -0.94
H -6.853 -1.236 1.578 0.150 -0.172 -0.165 0.50
H -6.660 1.338 1.200 0.338 0.358 -0.121 0.46
H -4.230 2.117 2.335 -0.086 0.060 0.102 0.48
H -3.393 0.028 3.506 0.201 0.081 -0.229 0.11
H -4.647 -2.035 2.922 0.156 0.098 0.185 0.55
C 1.661 5.161 -2.335 0.389 0.357 -0.642 -0.40
C 0.887 5.640 -3.432 0.017 0.049 -0.220 -0.58
C -0.376 5.157 -3.277 -0.409 -0.010 0.395 -0.42
N -0.403 4.425 -2.121 -0.242 -0.038 -0.040 0.08
C 0.837 4.413 -1.551 -0.223 0.103 0.462 -0.61
H 2.712 5.361 -2.208 -0.015 -0.061 0.255 0.46
H 1.175 6.288 -4.243 0.258 -0.058 0.038 0.40
H -1.284 5.326 -3.830 0.062 -0.052 -0.136 0.41
H -1.231 4.006 -1.738 0.106 -0.107 0.000 0.21
H 0.997 3.976 -0.580 0.074 -0.210 -0.096 0.46
C 3.605 -1.238 -6.856 0.521 0.159 -0.327 -0.87
C 2.595 -1.209 -5.870 -0.492 0.076 -0.036 0.16
C 2.827 -0.123 -5.071 -0.241 -0.365 0.192 -0.64
N 3.949 0.496 -5.523 0.290 0.247 -0.165 0.04
C 4.425 -0.162 -6.626 0.025 -0.237 0.292 -0.38
H 3.785 -1.949 -7.645 -0.241 -0.095 0.028 0.39
H 1.719 -1.832 -5.786 0.169 -0.214 0.013 0.38
H 2.281 0.168 -4.191 0.094 0.331 -0.007 0.28
H 4.346 1.343 -5.159 -0.059 -0.026 0.109 0.19
H 5.352 0.124 -7.092 -0.063 0.115 -0.087 0.39
C 5.476 2.570 1.448 0.132 -0.379 -0.335 -0.64
C 5.225 2.259 -0.039 0.494 -0.289 -0.008 -0.66
C 3.744 1.854 -0.109 0.311 0.298 0.078 0.32
O 3.286 1.709 1.239 -0.165 0.307 0.110 -0.32
C 4.380 1.776 2.142 0.111 -0.065 0.000 -0.34
H 5.419 3.644 1.617 -0.155 -0.014 0.202 0.31
H 6.454 2.209 1.766 0.051 0.203 0.019 0.30
H 5.856 1.435 -0.384 -0.063 -0.071 0.203 0.27
H 5.520 3.101 -0.665 -0.386 0.087 -0.060 0.41
H 3.613 0.901 -0.623 -0.130 0.063 -0.136 0.01
H 3.152 2.636 -0.588 -0.173 -0.169 -0.060 -0.20
H 4.723 0.755 2.361 0.087 0.051 0.014 0.09
H 4.056 2.229 3.079 -0.167 -0.013 -0.052 0.35
C -1.553 0.227 7.272 0.227 0.641 -0.265 -0.61
C -3.043 0.087 7.528 -0.552 -0.831 0.034 -0.66
C -3.601 0.198 6.112 -1.194 0.589 1.021 -0.40
O -2.688 -0.477 5.292 0.285 0.142 -0.360 -0.40
C -1.366 -0.377 5.871 -0.430 -0.326 0.054 -0.29
H -0.902 -0.230 8.012 -0.065 -0.063 0.059 0.36
H -1.317 1.294 7.221 0.127 -0.061 0.102 0.24
H -3.512 0.775 8.229 0.327 0.348 -0.108 0.37
H -3.290 -0.904 7.927 0.188 -0.041 -0.160 0.26
H -3.781 1.260 5.866 0.622 -0.071 -0.325 0.27
H -4.605 -0.231 6.032 0.255 -0.399 -0.168 0.30
H -0.743 0.227 5.214 0.097 0.055 0.090 0.14
H -0.980 -1.397 5.898 0.131 0.048 0.033 0.26
C 3.195 -2.794 2.442 0.776 0.728 0.797 -0.57
C 4.557 -2.624 1.719 -0.578 -0.422 0.193 -0.75
C 4.176 -1.821 0.451 -0.664 -0.588 0.521 -0.30
O 2.785 -1.477 0.611 0.335 0.550 0.285 -0.04
C 2.508 -1.508 2.023 -0.773 -0.557 -1.133 0.22
H 3.334 -2.827 3.527 0.005 -0.150 -0.062 0.35
H 2.660 -3.691 2.142 -0.168 0.123 -0.238 0.27
H 5.006 -3.589 1.486 0.064 0.059 -0.087 0.35
H 5.225 -2.110 2.411 0.135 0.239 -0.292 0.30
H 4.178 -2.464 -0.426 0.464 0.217 -0.219 0.44
H 4.791 -0.926 0.339 0.011 0.016 -0.210 -0.13
H 1.422 -1.528 2.103 -0.015 -0.089 0.136 -0.07
H 2.848 -0.584 2.499 0.318 -0.180 0.190 -0.10
Br -4.696 -4.441 -1.651 -0.143 -0.076 0.098 -0.19
C -4.041 -3.964 0.124 0.114 -0.059 -0.054 -0.42
C -3.076 -2.798 0.016 0.062 0.183 0.199 0.91
Br -1.328 -3.204 0.784 -0.018 -0.248 0.066 -0.17
H -3.570 -4.855 0.523 0.010 -0.032 -0.055 0.39
H -4.908 -3.721 0.730 -0.050 0.063 -0.062 0.31
H -3.435 -1.926 0.558 -0.024 0.009 -0.040 -0.41
H -2.865 -2.537 -1.011 -0.032 0.055 -0.023 -0.50
Br -0.755 0.248 2.313 0.030 0.132 -0.173 -0.20
C 0.018 0.900 0.629 0.302 0.096 0.406 0.14
C -0.228 -0.085 -0.477 0.123 -0.034 0.040 0.40
Br 0.418 0.715 -2.133 -0.100 0.061 0.011 -0.11
H 1.077 1.029 0.839 0.015 -0.041 -0.067 -0.34
H -0.428 1.875 0.465 -0.157 -0.067 -0.123 0.54
H -1.279 -0.323 -0.604 -0.020 0.037 -0.138 -0.27
H 0.342 -0.999 -0.347 0.048 0.020 0.076 0.07
Br -5.584 0.651 -5.897 0.138 0.026 0.018 -0.18
C -4.249 0.837 -4.480 -0.297 0.027 -0.073 -0.42
C -4.860 0.317 -3.211 0.308 -0.473 0.378 -0.76
Br -3.576 0.607 -1.752 -0.267 0.178 -0.020 -0.04
H -3.998 1.890 -4.409 -0.020 0.029 -0.059 0.37
H -3.380 0.260 -4.777 0.029 0.004 -0.021 0.24
H -4.990 -0.762 -3.224 -0.048 0.003 -0.163 0.38
H -5.801 0.773 -2.931 0.090 0.251 -0.009 0.46
Br 2.107 -4.272 -3.144 0.062 -0.043 0.133 -0.15
C 0.596 -3.089 -2.827 0.070 0.033 -0.159 -0.12
C -0.445 -3.389 -3.871 -0.357 -0.016 0.412 -0.52
Br -1.973 -2.217 -3.492 0.150 0.091 -0.327 -0.14
H 0.978 -2.075 -2.891 -0.008 0.015 -0.055 -0.08
H 0.203 -3.271 -1.831 0.149 -0.103 0.051 0.23
H -0.848 -4.388 -3.749 0.109 -0.090 -0.122 0.41
H -0.111 -3.228 -4.889 -0.046 0.133 -0.024 0.35
```
Positions in Å, forces in eV/Å.

Gap between HOMO and LUMO: 8.602 eV
M: 1169.04 Da
Max |F|: 1.7 eV Å⁻¹
2S+1: 1
Charge: 0
SMILES string: c1cc[nH]c1.c1cc[nH]c1.c1cc[nH]c1.C1CCOC1.C1CCOC1.C1CCOC1.BrCCBr.BrCCBr.BrCCBr.BrCCBr
Highest occupied orbital energy: -0.300 Eh

***

The following is a quantum chemistry calculation of the molecule CH8N4O at a distorted geometry, from OMol25.

```
14
Properties=species:S:1:pos:R:3:forces:R:3:mulliken_charge:R:1
C 1.575 1.153 -0.229 0.244 0.430 0.074 -0.69
N 0.857 0.117 0.511 1.370 -0.194 0.084 -0.48
N -0.059 -0.501 -0.372 -1.141 0.686 -0.734 0.21
O 0.598 -1.550 -1.115 -0.289 0.065 1.085 -0.46
N -1.117 -1.053 0.368 0.043 0.028 -0.516 -0.38
N -2.186 -0.111 0.441 -0.008 0.002 0.062 -0.55
H 2.130 0.741 -1.078 -0.248 -0.109 0.268 0.23
H 2.300 1.635 0.435 -0.088 -0.177 -0.010 0.32
H 0.890 1.929 -0.593 0.049 -0.061 -0.173 0.32
H 0.345 0.574 1.264 -0.193 -0.351 -0.314 0.25
H -0.027 -2.269 -0.924 0.338 -0.150 -0.252 0.39
H -0.783 -1.334 1.297 -0.346 0.381 -0.101 0.30
H -1.794 0.833 0.420 -0.042 -0.195 0.213 0.27
H -2.730 -0.164 -0.424 0.312 -0.354 0.315 0.27
```
Positions in Å, forces in eV/Å.

Gap between HOMO and LUMO: 9.545 eV
M: 92.10 Da
Max |F|: 1.5 eV Å⁻¹
Energy above the lowest of the compared OMol25 structures with the same formula, charge and spin: 76.3 kcal/mol
2S+1: 1
Charge: 0
SMILES string: CNN(O)NN
Highest occupied orbital energy: -0.312 Eh